Entry 1:
2 unconnected molecules or ions with the total composition C6H9N. Source: OMol25; level of theory: ωB97M-V/def2-TZVPD.

```
! wB97M-V def2-TZVPD RIJCOSX def2/J DEFGRID3
* xyz 0 1
C 2.3299 -0.3052 -0.1451
C 0.8788 -0.0855 -0.0481
C -0.1021 -0.9995 0.1349
C -1.2926 -0.2763 0.4300
C -2.5585 -0.5826 0.0583
C -0.8945 1.0631 0.7049
N 0.3563 1.1905 0.3122
H 2.8025 -0.1957 0.8342
H 2.5552 -1.3098 -0.5021
H 2.7644 0.4350 -0.8081
H -0.0637 -2.0384 -0.1667
H -0.0166 0.5586 -1.9290
H -3.3407 0.1482 0.1924
H -2.7939 -1.5640 -0.3308
H -1.5276 1.9197 0.8936
H 0.9030 2.0419 0.3695
*
```

HOMO energy (spin up / spin down)   -6.25 / -8.07 eV
HOMO-LUMO gap (spin up / spin down)   6.091 / 8.628 eV

=====

Entry 2:
3 unconnected molecules or ions with the total composition C6H9N. Source: OMol25; level of theory: ωB97M-V/def2-TZVPD.

```
! wB97M-V def2-TZVPD RIJCOSX def2/J DEFGRID3
* xyz 0 1
C 1.4067 -1.0551 -0.6189
C 0.3098 -0.1872 -0.4438
C -0.4051 0.2556 0.6934
C -0.1064 -0.0931 2.1179
C -1.5125 0.9362 0.1845
C -1.3611 0.9730 -1.2170
N -0.2680 0.2940 -1.5776
H 2.1884 -1.0512 0.1446
H 1.7500 -0.4596 -2.0911
H 1.3291 -2.0044 -1.1405
H -0.5689 0.6284 2.7968
H 0.9721 -0.0914 2.3114
H -0.4837 -1.0851 2.3888
H -2.2776 1.4404 0.7629
H -1.9141 1.5782 -1.9247
H 0.9414 -0.0786 -2.3866
*
```

HOMO energy (spin up / spin down)   -7.91 / -7.91 eV
HOMO-LUMO gap (spin up / spin down)   7.341 / 7.342 eV

=====

Entry 3:
A molecular structure, C6H9N. Source: OMol25; level of theory: ωB97M-V/def2-TZVPD.

```
! wB97M-V def2-TZVPD RIJCOSX def2/J DEFGRID3
* xyz 0 1
C 1.6956 -0.0326 -0.9049
C 0.2510 -0.0352 -0.5152
C -0.3318 -0.1188 0.7287
C 0.4151 -0.2159 2.0300
C -1.7788 -0.1498 0.6244
C -1.9592 0.0731 -0.7883
N -0.7346 0.0692 -1.4585
H 2.3095 0.3263 -0.0745
H 1.8839 0.6102 -1.7718
H 2.0362 -1.0439 -1.1562
H -0.2764 -0.0201 2.8537
H 1.2366 0.5098 2.0956
H 0.8455 -1.2126 2.1879
H -2.1324 1.0342 -0.0527
H -2.8771 -0.0388 -1.3588
H -0.5831 0.2448 -2.4394
*
```

HOMO energy   -8.07 eV
HOMO-LUMO gap   8.875 eV

=====

Energy relative to the best compared isomer or geometry (same formula, charge and spin) list, top to bottom, in kcal per mole: 113.20; 102.64; 72.61